# 1
Molecular formula: C13H6ClF6N3O8PtS2
Method: DFT, the ωB97M-V functional and the def2-TZVPD basis

Output
* 2S+1: 5
* HOMO-LUMO gap (spin up / spin down): 7.773 / 3.602 eV
* lowest unoccupied orbital energy (spin up / spin down): -7.987 / -12.089 eV
* energy above the lowest of the compared OMol25 structures with the same formula, charge and spin: 26.20 kcal/mol
* net charge: +2
* ⟨S²⟩: 6.033
* HOMO (spin up / spin down): -15.8 / -15.7 eV

The geometry in XYZ format:
```
40
Properties=species:S:1:pos:R:3:forces:R:3:nbo_charge:R:1
Pt -2.6200 0.5528 -0.5884 0.36 -0.33 0.48 1.645
O -2.0513 -5.4261 -0.5924 -2.50 0.63 -0.28 -0.610
C -0.8404 -5.0366 -0.5767 3.68 -2.10 0.35 0.757
O 0.1073 -5.8244 -0.4336 -2.03 1.87 -0.30 -0.539
C -0.5054 -3.5805 -0.7220 -0.37 0.06 0.08 -0.207
C 0.7738 -3.0886 -0.7021 -0.32 -0.72 -0.05 0.182
Cl 2.1670 -4.0094 -0.5316 0.11 0.61 -0.01 0.246
N 0.6859 -1.7033 -0.8017 0.53 0.90 0.00 -0.170
N -0.6405 -1.3259 -0.8425 -0.43 0.60 -0.01 -0.289
C -1.3421 -2.4296 -0.8118 0.30 -0.30 -0.03 0.119
C -2.8525 -2.3759 -0.9166 1.37 -2.33 0.17 0.766
O -3.5095 -3.3903 -0.9551 -0.24 1.50 -0.02 -0.444
O -3.3572 -1.1882 -0.9986 -0.71 2.34 -0.03 -0.589
C 1.6897 -0.7399 -0.8515 -0.52 -0.29 -0.01 0.291
C 1.3357 0.6148 -0.5908 0.15 0.06 0.12 -0.120
C 2.3207 1.5480 -0.4740 -0.22 0.04 0.09 -0.192
C 3.6748 1.1983 -0.6747 0.15 -0.16 -0.02 0.038
C 4.0269 -0.1267 -1.0051 -0.08 0.26 -0.04 -0.182
C 3.0543 -1.0698 -1.1349 -0.07 -0.23 -0.10 -0.148
H -2.7354 -4.6758 -0.7602 1.11 -1.37 0.30 0.501
H 0.3070 0.8771 -0.4068 0.05 0.00 0.04 0.222
H 2.0666 2.5584 -0.1884 0.03 0.05 -0.08 0.258
H 4.4446 1.9578 -0.6150 -0.02 0.00 0.06 0.259
H 5.0583 -0.3836 -1.2030 -0.01 0.02 -0.04 0.274
H 3.3198 -2.0399 -1.5110 -0.06 -0.20 0.10 0.272
F 0.8421 1.6936 3.4227 -0.23 0.04 -0.04 -0.270
C -0.1221 0.8548 3.1097 0.44 -0.27 0.00 0.777
F 0.3257 0.0085 2.1655 -0.10 0.13 -0.04 -0.324
F -0.5088 0.1643 4.1514 -0.19 0.19 -0.07 -0.257
S -1.5781 1.7862 2.4043 0.94 0.53 0.29 2.188
O -2.3054 0.7454 1.6308 -0.68 -0.65 -0.72 -0.940
O -2.2796 2.4288 3.4451 -0.09 -0.20 -0.08 -0.774
N -0.8205 2.7163 1.3428 -0.46 0.13 -0.11 -1.166
S -1.7747 3.5169 0.3806 1.07 0.62 1.22 2.169
O -2.7564 4.3688 0.9290 -0.10 -0.11 -0.30 -0.771
O -2.3034 2.5161 -0.6315 -0.83 -1.25 -0.98 -0.947
C -0.5411 4.4412 -0.6822 0.46 0.11 -0.18 0.796
F 0.3827 4.9730 0.0916 -0.27 -0.10 -0.01 -0.268
F 0.0256 3.5425 -1.4931 -0.05 0.04 0.09 -0.307
F -1.1642 5.3510 -1.3781 -0.14 -0.13 0.14 -0.249
```
Positions in Å, forces in eV/Å.



# 2
Molecular formula: C22H30BF4N3PtS2Si3
Method: DFT, the ωB97M-V functional and the def2-TZVPD basis

Output
* 2S+1: 3
* HOMO-LUMO gap (spin up / spin down): 5.829 / 6.689 eV
* lowest unoccupied orbital energy (spin up / spin down): 4.184 / 4.068 eV
* energy above the lowest of the compared OMol25 structures with the same formula, charge and spin: 11.56 kcal/mol
* net charge: -2
* ⟨S²⟩: 2.009
* HOMO (spin up / spin down): -1.6 / -2.6 eV

The geometry in XYZ format:
```
66
Properties=species:S:1:pos:R:3:forces:R:3:nbo_charge:R:1
Pt -0.1603 -0.3685 -0.4648 0.34 0.43 -0.07 0.733
S -0.8705 -0.2641 -2.6768 -0.11 -0.16 0.07 -0.224
C 0.2471 -1.2578 -3.5580 0.09 0.06 -0.05 -0.072
C -0.0004 -1.5460 -4.9018 0.00 0.02 -0.01 -0.199
C 0.8846 -2.2925 -5.6642 0.02 0.00 0.00 -0.182
C 0.5963 -2.5395 -7.0468 -0.02 -0.02 0.03 0.310
N 0.3495 -2.7213 -8.1565 0.01 0.01 -0.01 -0.370
C 2.0630 -2.7808 -5.0675 0.00 0.01 -0.02 -0.183
C 2.3096 -2.5091 -3.7315 0.03 0.00 0.02 -0.161
C 1.4225 -1.7574 -2.9567 0.00 0.05 -0.06 -0.215
S 1.8036 -1.4228 -1.2991 -0.10 -0.10 0.12 -0.200
C 3.0154 -3.5369 -5.8276 -0.04 0.01 -0.03 0.310
N 3.7871 -4.1310 -6.4415 0.02 -0.01 0.03 -0.370
H -0.9081 -1.1740 -5.3589 0.00 0.01 0.00 0.224
H 3.2129 -2.8899 -3.2726 0.00 0.01 0.00 0.222
C -1.5249 3.0219 -1.3213 0.00 0.02 -0.01 -1.129
Si 0.0151 2.9041 -0.2326 0.00 0.05 -0.03 1.776
C -0.0488 4.5518 0.7197 -0.01 0.00 0.00 -1.134
C 1.5104 3.0265 -1.3709 0.00 -0.01 0.00 -1.138
C 0.0889 1.4410 0.8925 -0.02 -0.12 0.04 -1.947
Si 1.6684 1.2246 1.8403 0.05 0.03 0.02 1.784
C 2.0951 2.7764 2.8611 -0.01 0.00 -0.01 -1.140
C 3.2356 0.9085 0.8462 0.00 0.00 0.01 -1.136
C 1.6475 -0.1922 3.0916 0.00 0.00 0.01 -1.133
Si -1.3727 1.2143 1.9779 -0.04 -0.11 0.08 1.734
C -3.0443 1.7445 1.2923 0.01 0.00 -0.02 -1.128
C -1.3260 1.9977 3.7042 0.02 0.05 -0.02 -1.140
C -1.5183 -0.6623 2.2567 0.05 0.04 -0.01 -0.223
C -2.3457 -1.3023 3.1681 0.06 0.00 0.07 -0.208
C -2.3706 -2.6907 3.2218 0.01 0.00 0.00 -0.185
C -1.5597 -3.4143 2.3686 0.02 -0.01 0.03 -0.227
C -0.7610 -2.7212 1.4732 0.05 0.02 0.02 0.090
N -0.7456 -1.3894 1.4249 -0.26 -0.16 -0.18 -0.510
H -1.2782 3.6239 -2.2013 0.00 0.00 0.00 0.224
H -2.3396 3.5254 -0.7964 -0.01 -0.02 0.00 0.217
H -1.8817 2.0573 -1.6780 0.00 0.00 0.00 0.249
H -0.1796 5.3820 0.0174 0.00 0.00 0.00 0.217
H 0.8505 4.7422 1.3072 0.00 0.00 0.00 0.223
H -0.9038 4.5628 1.4041 0.01 0.01 0.00 0.216
H 1.3150 3.7537 -2.1643 -0.01 0.01 0.01 0.221
H 1.7150 2.0592 -1.8358 0.01 0.01 0.00 0.258
H 2.4037 3.3523 -0.8321 0.00 -0.01 -0.01 0.218
H 2.5469 3.5406 2.2222 -0.01 0.01 0.01 0.220
H 2.8257 2.5216 3.6358 0.01 0.00 -0.01 0.217
H 1.2237 3.2196 3.3465 0.00 0.00 0.01 0.224
H 3.2950 1.4958 -0.0688 0.01 -0.01 0.00 0.239
H 3.3199 -0.1406 0.5628 0.00 0.01 -0.02 0.248
H 4.0974 1.1614 1.4742 -0.01 0.00 0.01 0.213
H 0.8070 -0.1748 3.7878 -0.01 -0.01 -0.01 0.224
H 2.5699 -0.1355 3.6792 0.01 0.00 -0.01 0.218
H 1.6341 -1.1537 2.5760 -0.01 0.00 0.01 0.244
H -3.1538 2.8315 1.2698 0.01 0.00 -0.01 0.222
H -3.8257 1.3402 1.9428 0.00 0.00 0.00 0.226
H -3.2076 1.3584 0.2857 -0.01 0.00 0.00 0.250
H -1.2151 3.0833 3.6279 -0.02 0.00 0.00 0.227
H -0.5032 1.6211 4.3140 0.01 0.01 0.00 0.231
H -2.2633 1.7955 4.2319 0.00 -0.01 0.01 0.221
H -2.9761 -0.7136 3.8252 0.00 0.00 0.00 0.195
H -3.0333 -3.2025 3.9098 0.00 0.00 0.00 0.202
H -1.5818 -4.4935 2.3268 0.00 0.00 -0.01 0.248
H -0.1442 -3.2428 0.7544 -0.03 0.00 -0.04 0.244
F -2.2408 -3.5965 -0.6331 -0.13 -0.14 -0.14 -0.575
B -2.3043 -5.0020 -0.5599 -0.05 0.03 0.15 1.344
F -1.0236 -5.4980 -0.2151 0.02 -0.02 0.02 -0.588
F -2.7300 -5.5494 -1.7758 0.03 0.01 0.01 -0.575
F -3.2136 -5.3723 0.4692 0.00 0.01 0.00 -0.593
```
Positions in Å, forces in eV/Å.



# 3
Molecular formula: C7H12
Method: DFT, the ωB97M-V functional and the def2-TZVPD basis

Output
* HOMO-LUMO gap: 9.961 eV
* lowest unoccupied orbital energy: 1.143 eV
* energy above the lowest of the compared OMol25 structures with the same formula, charge and spin: 74.40 kcal/mol
* net charge: 0
* HOMO: -8.8 eV

The geometry in XYZ format:
```
19
Properties=species:S:1:pos:R:3:forces:R:3:nbo_charge:R:1
C 1.0719 -1.9697 1.3301 0.11 0.34 0.10 -0.648
C 0.7727 -0.9444 0.2273 0.17 0.59 0.30 -0.109
C -0.7105 -0.6844 -0.0449 -0.20 -0.07 -0.08 -0.423
C -0.4753 0.7780 -0.2515 -0.20 -0.13 -0.10 -0.094
C -0.1746 1.1884 -1.6704 0.07 -0.03 -0.14 -0.419
C -1.3916 1.7195 -0.9499 -0.24 0.14 0.13 -0.422
C 0.6174 0.9002 0.7529 0.17 -0.77 -0.12 -0.378
H 0.4186 -2.8641 1.3203 0.10 0.51 -0.39 0.216
H 0.8914 -1.4919 2.2962 0.08 -0.11 0.10 0.208
H 2.1023 -2.3424 1.3127 -0.13 0.25 -0.01 0.214
H 1.3128 -1.1878 -0.7027 -0.01 0.67 0.41 0.206
H -1.1914 -1.1725 -0.8970 0.17 -0.31 0.12 0.205
H -1.2906 -0.8655 0.8690 -0.02 -0.02 -0.16 0.198
H -0.2930 0.4274 -2.4406 -0.10 0.22 0.09 0.205
H 0.6471 1.8806 -1.8536 -0.19 -0.14 0.15 0.212
H -2.3544 1.2982 -1.2270 0.07 0.21 0.01 0.216
H -1.4063 2.7744 -0.6945 -0.01 -0.13 0.02 0.218
H 0.4633 0.5956 1.7794 -1.00 0.11 0.27 0.184
H 0.9903 1.9604 0.8442 1.14 -1.33 -0.71 0.211
```
Positions in Å, forces in eV/Å.



# 4
Molecular formula: C3H3BrS
Method: DFT, the ωB97M-V functional and the def2-TZVPD basis

Output
* HOMO-LUMO gap (spin up / spin down): 7.732 / 7.356 eV
* lowest unoccupied orbital energy (spin up / spin down): -0.541 / -1.006 eV
* energy above the lowest of the compared OMol25 structures with the same formula, charge and spin: 84.19 kcal/mol
* net charge: 0
* HOMO (spin up / spin down): -8.3 / -8.4 eV

The geometry in XYZ format:
```
8
Properties=species:S:1:pos:R:3:forces:R:3:nbo_charge:R:1
C -0.0953 -0.4096 -1.0449 -0.75 1.13 0.76 -0.051
C -0.8306 1.4359 1.0564 -0.40 0.43 -0.38 -0.369
C 0.7481 -1.2730 -0.6220 0.75 -0.84 0.08 -0.524
S -1.9502 2.5513 1.1059 0.58 -0.74 -0.13 0.178
Br 0.6320 1.1366 2.1609 0.08 -0.07 0.11 0.136
H 1.2278 -1.1859 0.3440 0.05 0.08 0.21 0.221
H 1.0520 -2.1409 -1.2086 -0.03 -0.01 -0.09 0.216
H -0.7837 -0.1145 -1.7918 -0.27 0.03 -0.57 0.193
```
Positions in Å, forces in eV/Å.